ORCA calculation (the ωB97M-V functional and the def2-TZVPD basis) on a structure of composition C27H18AuBrFN2O2Se in a non-equilibrium geometry.

Each line ends with the natural charge from an NBO analysis.
Atoms and positions in Å:
Au 0.040 0.061 -0.063  1.286
Br 1.196 1.605 6.944  0.061
C -0.221 2.030 5.748  -0.139
C -1.247 2.859 6.189  0.041
N -2.265 3.193 5.392  -0.409
C -2.289 2.718 4.170  0.105
C -1.291 1.873 3.623  -0.212
C -0.213 1.526 4.472  -0.126
C -1.378 1.376 2.292  0.842
O -2.447 1.712 1.584  -0.516
O -0.437 0.602 1.819  -0.678
H -1.252 3.254 7.194  0.207
H -3.136 2.994 3.558  0.226
H 0.581 0.892 4.113  0.257
C -6.509 -2.280 -1.752  -0.249
C -6.226 -1.220 -0.900  -0.203
C -4.920 -0.828 -0.679  -0.232
C -3.864 -1.484 -1.310  0.045
C -4.158 -2.571 -2.135  -0.239
C -5.466 -2.960 -2.362  -0.216
C -2.460 -1.133 -1.085  -0.359
C -1.946 0.058 -0.749  -0.182
C -2.595 1.331 -0.828  -0.302
C -3.461 1.681 -1.854  -0.077
C -4.072 2.918 -1.907  -0.412
C -3.842 3.855 -0.870  -0.169
C -2.981 3.588 0.139  -0.341
C -2.226 2.324 0.205  0.037
H -7.533 -2.583 -1.923  0.198
H -7.030 -0.701 -0.397  0.201
H -4.708 -0.014 0.000  0.226
H -3.345 -3.103 -2.610  0.210
H -5.671 -3.798 -3.014  0.201
H -1.780 -1.975 -1.189  0.202
H -3.656 0.947 -2.623  0.198
H -4.736 3.166 -2.721  0.194
H -4.365 4.802 -0.891  0.195
H -2.800 4.299 0.930  0.185
H -1.145 2.527 0.170  0.154
F 5.940 0.151 1.884  -0.345
C 4.653 0.130 1.449  0.378
C 4.371 0.593 0.181  -0.296
C 3.054 0.555 -0.255  -0.221
C 2.030 0.087 0.561  -0.373
C 2.364 -0.371 1.831  -0.235
C 3.673 -0.361 2.287  -0.304
H 5.168 0.962 -0.446  0.218
H 2.833 0.894 -1.258  0.216
H 1.590 -0.735 2.489  0.201
H 3.936 -0.717 3.272  0.215
Se 1.152 -2.255 -4.146  -0.236
C 0.813 -1.222 -2.752  0.201
N 0.589 -0.511 -1.853  -0.629

F_max (hartree/bohr): 0.0885
Net charge: -1
Relative energy (zero: lowest compared OMol25 entry of this formula, charge and spin) (kJ/mol): 404.4
E_tot (Eh): -6510.61031

=====

ORCA calculation (the ωB97M-V functional and the def2-TZVPD basis) on a structure of composition C27H18MnN4O2.

Each line ends with the natural charge from an NBO analysis.
Atoms and positions in Å:
Mn 0.000 -0.216 0.148  0.786
O -1.437 3.483 0.602  -0.557
C -1.201 2.348 0.253  0.659
N 0.000 1.743 -0.017  -0.733
C 1.201 2.348 0.252  0.659
O 1.437 3.484 0.598  -0.557
C 2.352 1.356 0.119  0.127
C 3.652 1.784 0.296  -0.203
C 4.672 0.849 0.201  -0.156
C 4.349 -0.477 -0.043  -0.243
C 3.013 -0.832 -0.154  0.058
N 2.031 0.062 -0.066  -0.436
C -2.353 1.356 0.118  0.127
C -3.652 1.785 0.296  -0.203
C -4.673 0.850 0.200  -0.156
C -4.350 -0.476 -0.046  -0.243
C -3.014 -0.831 -0.157  0.058
N -2.032 0.063 -0.068  -0.436
H 3.827 2.830 0.500  0.253
H 5.705 1.148 0.325  0.222
H 5.113 -1.238 -0.122  0.225
H 2.712 -1.863 -0.293  0.204
H -3.827 2.831 0.502  0.253
H -5.706 1.149 0.324  0.222
H -5.115 -1.237 -0.127  0.225
H -2.714 -1.862 -0.298  0.204
C 0.001 0.267 4.406  -0.196
C 0.001 -1.064 4.825  -0.257
C 0.001 -2.068 3.877  -0.198
C 0.001 -1.739 2.518  -0.111
C 0.001 -0.399 2.064  -0.181
C 0.001 0.590 3.060  -0.214
C 0.001 -2.737 1.452  0.234
C 0.001 -4.144 1.656  -0.231
C 0.001 -4.989 0.594  -0.138
C 0.000 -4.462 -0.725  -0.131
C 0.000 -5.268 -1.882  -0.161
C -0.001 -4.700 -3.128  -0.223
C -0.001 -3.298 -3.262  -0.189
C -0.001 -2.493 -2.155  -0.232
C -0.001 -3.061 -0.863  0.229
N 0.000 -2.227 0.221  -0.484
H 0.001 1.059 5.146  0.209
H 0.001 -1.304 5.880  0.209
H 0.001 -3.101 4.202  0.197
H 0.002 1.640 2.782  0.201
H 0.002 -4.528 2.665  0.223
H 0.001 -6.063 0.735  0.218
H 0.001 -6.345 -1.766  0.214
H -0.001 -5.322 -4.013  0.219
H -0.002 -2.856 -4.250  0.221
H -0.002 -1.412 -2.258  0.209

F_max (hartree/bohr): 0.0173
Spin multiplicity: 2
Net charge: 0
Relative energy (zero: lowest compared OMol25 entry of this formula, charge and spin) (kJ/mol): 0.0
E_tot (Eh): -2560.25217

=====

ORCA calculation (the ωB97M-V functional and the def2-TZVPD basis) on a structure of composition C27H19AuBrClFNO5 in a non-equilibrium geometry.

Each line ends with the natural charge from an NBO analysis.
Atoms and positions in Å:
Au 0.287 0.134 -0.120  1.331
C -6.602 2.999 -1.889  -0.621
C -6.434 1.525 -2.259  -0.027
C -7.639 0.656 -1.906  -0.403
C -7.868 0.630 -0.399  -0.430
C -6.598 0.263 0.311  -0.008
C -6.637 -0.277 1.578  -0.243
C -5.459 -0.621 2.238  0.405
F -5.534 -1.124 3.479  -0.311
C -4.237 -0.469 1.635  -0.253
C -4.178 0.058 0.341  -0.065
C -2.864 0.160 -0.298  0.491
O -1.895 -0.312 0.329  -0.745
C -2.865 0.782 -1.574  -0.346
C -4.054 1.165 -2.137  0.156
N -5.255 1.001 -1.578  -0.333
C -5.354 0.455 -0.321  0.132
C -1.619 1.065 -2.452  0.787
O -1.864 1.667 -3.482  -0.643
O -0.494 0.646 -2.077  -0.759
H -7.492 3.404 -2.363  0.223
H -5.739 3.564 -2.231  0.225
H -6.682 3.124 -0.813  0.213
H -6.246 1.449 -3.336  0.221
H -7.441 -0.361 -2.250  0.218
H -8.523 1.024 -2.428  0.227
H -8.647 -0.093 -0.154  0.232
H -8.213 1.606 -0.050  0.221
H -7.584 -0.439 2.067  0.233
H -3.316 -0.740 2.126  0.261
H -4.017 1.627 -3.115  0.257
Br 0.253 6.118 3.065  0.075
C 0.236 4.418 2.207  -0.066
C -0.814 4.100 1.366  -0.217
C -0.802 2.876 0.710  -0.296
C 0.245 1.999 0.910  0.126
C 1.275 2.312 1.773  -0.289
C 1.277 3.535 2.429  -0.222
H -1.626 4.796 1.214  0.240
H -1.616 2.640 0.040  0.243
H 2.085 1.620 1.940  0.266
H 2.085 3.792 3.098  0.246
Cl -2.326 -5.877 2.984  0.003
C -1.091 -4.729 2.625  -0.058
C 0.179 -4.886 3.163  -0.234
C 1.161 -3.957 2.874  -0.162
C 0.880 -2.881 2.041  -0.161
C -0.387 -2.741 1.503  -0.194
C -1.379 -3.658 1.794  -0.184
C 2.012 -1.878 1.740  0.778
O 3.020 -2.013 2.407  -0.609
O 1.820 -1.036 0.820  -0.814
H 0.394 -5.730 3.801  0.226
H 2.154 -4.059 3.283  0.245
H -0.602 -1.912 0.853  0.199
H -2.365 -3.543 1.373  0.213

F_max (hartree/bohr): 0.0714
Net charge: 0
Relative energy (zero: lowest compared OMol25 entry of this formula, charge and spin) (kJ/mol): 201.7
E_tot (Eh): -4740.95166

=====

ORCA calculation (the ωB97M-V functional and the def2-TZVPD basis) on a structure of composition C27H19Br2FeN7OS2 in a non-equilibrium geometry.

Each line ends with the natural charge from an NBO analysis.
Atoms and positions in Å:
Fe -0.313 -0.138 -0.912  1.457
C -1.322 2.683 4.012  -0.177
C -1.305 2.947 2.648  -0.209
C -0.934 1.964 1.759  -0.223
C -0.580 0.682 2.213  0.150
C -0.583 0.429 3.599  -0.193
C -0.948 1.427 4.475  -0.209
N -0.254 -0.282 1.314  -0.301
N 0.116 -1.459 1.727  -0.140
C 0.374 -2.360 0.777  -0.019
C 0.850 -3.662 1.042  -0.160
C 1.181 -4.505 0.001  -0.273
C 1.015 -4.117 -1.325  -0.201
C 0.497 -2.844 -1.604  -0.318
C 0.198 -1.992 -0.578  -0.396
H -1.617 3.457 4.703  0.224
H -1.577 3.926 2.281  0.216
H -0.902 2.165 0.700  0.220
H -0.293 -0.556 3.933  0.238
H -0.941 1.229 5.536  0.225
H 0.991 -3.958 2.067  0.230
H 1.587 -5.483 0.212  0.231
H 1.289 -4.777 -2.130  0.226
H 0.345 -2.530 -2.631  0.214
N -1.632 3.350 -1.438  -0.736
C -2.606 2.479 -1.229  0.330
N -2.457 1.180 -1.186  -0.584
C -3.662 0.555 -1.004  0.157
C -4.739 1.396 -0.877  -0.308
S -4.270 3.034 -1.010  0.483
C -3.758 -0.879 -0.967  0.133
C -4.951 -1.556 -1.016  -0.309
S -4.707 -3.244 -0.922  0.465
C -2.969 -2.921 -0.801  0.331
N -2.638 -1.664 -0.869  -0.520
N -2.150 -3.955 -0.630  -0.741
H -0.675 2.997 -1.451  0.475
H -1.805 4.340 -1.404  0.422
H -5.762 1.138 -0.703  0.256
H -5.936 -1.149 -1.107  0.254
H -2.525 -4.882 -0.547  0.417
H -1.156 -3.803 -0.618  0.460
Br 1.238 4.831 -0.933  0.030
C 2.409 3.348 -0.993  -0.164
C 3.774 3.603 -0.952  -0.234
C 4.676 2.568 -0.941  -0.090
Br 6.528 2.954 -0.882  0.069
C 4.233 1.224 -0.947  -0.125
C 5.097 0.115 -0.900  -0.124
C 4.554 -1.143 -0.876  -0.254
C 3.162 -1.283 -0.928  0.067
N 2.326 -0.271 -0.992  -0.487
C 2.835 0.975 -0.988  0.167
C 1.874 2.049 -1.035  0.328
O 0.621 1.778 -1.114  -0.889
H 4.115 4.627 -0.927  0.244
H 6.168 0.259 -0.887  0.239
H 5.173 -2.026 -0.824  0.228
H 2.737 -2.274 -0.924  0.197

F_max (hartree/bohr): 0.0921
Spin multiplicity: 6
Net charge: +1
Relative energy (zero: lowest compared OMol25 entry of this formula, charge and spin) (kJ/mol): 121.6
E_tot (Eh): -8706.69973